Record 1
Here is a structure of composition C7H15FN4O11 in a non-equilibrium geometry from OMol25. Energies are from ωB97M-V/def2-TZVPD.

Structure (XYZ):
```
38
C7H15FN4O11 (ωB97M-V/def2-TZVPD)
C -27.74 27.00 -27.50
N -26.40 26.74 -26.75
O -26.44 25.82 -25.92
O -25.36 27.27 -27.03
H -28.35 27.63 -26.85
H -28.14 26.03 -27.82
H -27.51 27.49 -28.45
C -26.57 23.66 -26.08
N -26.56 23.59 -24.59
O -27.11 22.64 -24.07
O -26.27 24.61 -23.95
H -25.84 24.44 -26.31
H -27.58 23.62 -26.50
H -26.06 22.73 -26.33
C -24.27 25.51 -25.71
N -22.99 25.40 -24.89
O -22.78 26.30 -24.13
O -22.45 24.37 -24.88
H -24.66 24.58 -26.14
H -24.08 26.14 -26.58
H -25.05 25.98 -25.10
C -24.24 28.19 -26.38
N -22.96 28.98 -26.26
O -21.92 28.37 -26.26
O -22.96 30.18 -26.25
H -24.23 27.58 -25.48
H -24.11 27.49 -27.21
H -25.04 28.90 -26.60
C -30.59 29.06 -26.83
C -31.17 29.57 -28.16
O -30.42 28.82 -29.07
C -29.30 28.30 -28.51
O -28.43 27.70 -29.17
O -29.31 28.63 -27.20
F -30.92 30.83 -28.35
H -31.07 28.18 -26.40
H -30.52 29.87 -26.10
H -32.25 29.47 -28.14
```

Computed properties:
LUMO energy in eV: -0.86
Charge: 0
Orbital gap in eV: 8.296

=====

Record 2
Here is a structure of composition C7H15GeI2MnOS2 from OMol25. Energies are from ωB97M-V/def2-TZVPD.

Structure (XYZ):
```
29
C7H15GeI2MnOS2 (ωB97M-V/def2-TZVPD)
Mn 0.00 0.08 -0.05
I 1.54 -1.18 1.74
C 0.91 0.28 3.17
I -0.81 1.18 2.29
H 1.69 1.03 3.26
H 0.67 -0.19 4.11
C -0.35 -0.73 -4.93
O -0.17 -0.24 -3.58
C 0.85 0.56 -3.38
S 1.95 1.12 -4.42
S 0.90 1.08 -1.65
H -1.22 -1.38 -4.88
H 0.53 -1.27 -5.25
H -0.53 0.11 -5.60
C -3.79 -2.65 -0.07
Ge -3.13 -0.95 -0.78
C -3.78 0.58 0.26
C -3.49 -0.73 -2.69
C -1.14 -1.07 -0.69
H -4.87 -2.71 -0.20
H -3.57 -2.75 0.99
H -3.34 -3.49 -0.60
H -4.85 0.69 0.08
H -3.30 1.50 -0.06
H -3.64 0.43 1.33
H -4.56 -0.82 -2.88
H -2.97 -1.49 -3.27
H -3.16 0.25 -3.03
H -0.66 -1.93 -1.16
```

Computed properties:
LUMO energy (alpha / beta) in eV: -4.68 / -4.38
Spin multiplicity: 2
Charge: +1
Orbital gap (alpha / beta) in eV: 6.811 / 7.136

=====

Record 3
Here is a cluster of 2 separate species, C7H15INO in total in a non-equilibrium geometry from OMol25. Energies are from ωB97M-V/def2-TZVPD.

Structure (XYZ):
```
25
C7H15INO (ωB97M-V/def2-TZVPD)
C 2.46 0.95 0.69
C -0.55 2.13 0.34
C -2.03 0.28 -0.41
C 0.10 0.76 -1.66
C -0.01 -2.66 0.89
C 0.15 -0.23 0.62
C -0.55 0.73 -0.28
N 0.55 -1.51 0.14
O 2.71 2.06 0.87
I 3.79 -0.71 0.45
H 0.46 2.52 0.42
H -1.12 2.81 -0.28
H -0.99 2.12 1.34
H -2.12 -0.69 -0.91
H -2.50 0.22 0.56
H -2.56 1.02 -1.00
H -0.33 1.57 -2.25
H 1.18 0.94 -1.57
H -0.07 -0.15 -2.23
H 0.11 -3.58 0.32
H 0.50 -2.76 1.85
H -1.07 -2.49 1.08
H -0.01 -0.17 1.69
H 1.62 -1.58 0.17
H 0.28 -1.57 -0.85
```

Computed properties:
LUMO energy (alpha / beta) in eV: -4.46 / -5.16
Charge: +1
Orbital gap (alpha / beta) in eV: 7.995 / 7.485

=====

Record 4
Here is a structure of composition C7H15N in a non-equilibrium geometry from OMol25. Energies are from ωB97M-V/def2-TZVPD.

Structure (XYZ):
```
23
C7H15N (ωB97M-V/def2-TZVPD)
C -2.03 0.05 0.20
C -1.63 -1.43 -0.10
C -0.13 -0.97 -0.19
C 1.45 -1.55 0.02
C 1.69 0.72 0.41
C 0.40 1.61 -0.09
C -1.11 1.18 -0.25
H -1.59 -0.11 1.37
H -3.14 0.14 -0.08
H -2.13 -1.72 -0.93
H -1.69 -2.23 0.72
H -0.13 -0.48 0.83
H 0.24 -0.37 -1.03
H 1.51 -1.53 1.30
H 2.04 -2.47 -0.50
H 1.81 -0.03 -1.57
H 2.41 1.63 0.45
H 1.65 0.22 1.52
H 0.45 2.36 0.75
H 0.43 2.26 -0.95
H -1.04 1.00 -1.40
H -1.71 2.09 -0.07
N 2.24 -0.36 -0.40
```

Computed properties:
LUMO energy in eV: 1.06
Charge: 0
Orbital gap in eV: 9.705

=====

Record 5
Here is a structure of composition C7H15N in a non-equilibrium geometry from OMol25. Energies are from ωB97M-V/def2-TZVPD.

Structure (XYZ):
```
23
C7H15N (ωB97M-V/def2-TZVPD)
C 0.91 -1.54 -2.05
C 1.47 -0.28 -1.40
C 0.46 0.86 -1.33
C -0.78 0.52 -0.48
N -0.56 2.09 2.35
C 0.16 1.00 1.70
C -0.43 -0.03 0.86
C -1.21 -1.00 1.71
H 0.47 -2.22 -1.33
H 1.65 -2.15 -2.57
H 0.19 -1.26 -2.82
H 1.96 -0.47 -0.44
H 2.29 0.15 -2.00
H 0.08 1.07 -2.33
H 1.00 1.63 -0.79
H -1.34 1.47 -0.42
H -1.48 -0.12 -1.03
H -1.53 1.88 2.07
H -0.16 1.00 2.88
H 1.25 1.16 1.59
H -2.04 -1.53 1.20
H -1.65 -0.39 2.50
H -0.70 -1.86 2.15
```

Computed properties:
LUMO energy in eV: -0.61
Charge: 0
Orbital gap in eV: 5.931

=====

Record 6
Here is the molecule C7H15N in a non-equilibrium geometry from OMol25. Energies are from ωB97M-V/def2-TZVPD.

Structure (XYZ):
```
23
C7H15N (ωB97M-V/def2-TZVPD)
C -3.24 1.77 -1.75
C -2.25 1.87 -0.86
C -1.11 0.89 -0.76
C -1.13 0.21 0.67
C 0.22 0.14 1.34
N 0.96 -1.12 1.08
C 2.14 -0.90 0.23
C 2.99 -2.19 0.29
H -3.84 2.65 -1.94
H -3.44 0.84 -2.27
H -2.32 2.71 -0.18
H -0.19 1.48 -0.82
H -1.08 0.22 -1.62
H -1.69 -0.72 0.71
H -1.68 0.96 1.25
H 0.06 0.16 2.43
H 0.81 1.04 1.17
H 0.34 -1.74 0.57
H 1.91 -0.72 -0.82
H 2.76 -0.04 0.48
H 3.71 -2.19 1.11
H 2.37 -3.08 0.27
H 3.69 -2.21 -0.57
```

Computed properties:
LUMO energy in eV: 1.14
Charge: 0
Orbital gap in eV: 9.836

=====

Record 7
Here is the ion C7H15N2 with charge +1 in a non-equilibrium geometry from OMol25. Energies are from ωB97M-V/def2-TZVPD.

Structure (XYZ):
```
24
C7H15N2 (ωB97M-V/def2-TZVPD)
C 1.61 -2.12 -0.86
N 2.63 -1.33 -0.83
C 2.68 -0.57 0.34
C 1.38 0.30 0.38
N 0.38 -0.28 0.04
C -1.06 -0.09 -0.06
C -1.54 -1.29 0.75
C -1.51 1.29 0.38
C -1.29 2.32 -0.70
H 1.24 -2.38 -1.79
H 1.44 -2.87 -0.03
H 2.89 -0.73 -1.66
H 3.61 -0.08 0.50
H 2.64 -1.25 1.17
H 1.63 1.37 0.26
H -1.31 -0.25 -1.14
H -2.66 -1.30 1.02
H -1.01 -1.46 1.67
H -1.44 -2.16 0.20
H -2.65 1.26 0.34
H -1.30 1.65 1.33
H -0.20 2.36 -1.07
H -1.79 1.97 -1.65
H -1.62 3.27 -0.39
```

Computed properties:
LUMO energy in eV: -4.52
Charge: +1
Orbital gap in eV: 9.363

=====

Record 8
Here is a cluster of 2 separate species, C7H15N2OS in total in a non-equilibrium geometry from OMol25. Energies are from ωB97M-V/def2-TZVPD.

Structure (XYZ):
```
26
C7H15N2OS (ωB97M-V/def2-TZVPD)
C 0.48 -0.18 -0.49
C 1.40 -1.33 -0.71
C 2.21 -0.92 -2.05
C 2.16 0.57 -1.91
C 0.46 2.13 -1.12
C -2.57 0.42 0.37
C -1.52 -0.86 3.53
N 0.92 0.78 -1.19
N -1.39 0.37 1.10
O -1.53 -2.10 1.16
S -0.82 -1.05 1.77
H 2.03 -1.16 0.29
H 0.82 -2.25 -0.55
H 3.24 -1.29 -2.12
H 1.61 -1.35 -2.80
H 2.95 0.95 -1.26
H 2.30 1.05 -2.90
H -0.58 2.12 -0.70
H 0.20 2.62 -2.06
H 1.14 2.63 -0.50
H -2.34 0.90 -0.60
H -2.91 -0.56 0.10
H -3.32 1.05 1.04
H -1.24 0.01 4.02
H -1.01 -1.64 4.08
H -2.66 -0.90 3.51
```

Computed properties:
LUMO energy (alpha / beta) in eV: -5.40 / -6.19
Charge: +1
Orbital gap (alpha / beta) in eV: 7.563 / 6.446

=====

Record 9
Here is the ion C7H15N2S2 with charge +1 in a non-equilibrium geometry from OMol25. Energies are from ωB97M-V/def2-TZVPD.

Structure (XYZ):
```
26
C7H15N2S2 (ωB97M-V/def2-TZVPD)
C -1.75 -0.78 -1.25
C -0.51 -0.77 -1.87
C -1.28 0.39 0.76
C -2.97 -1.39 0.76
C 0.17 2.39 1.97
C 1.95 -0.60 -1.63
C 2.88 0.35 -0.68
N -2.02 -0.45 0.04
N 0.54 -0.40 -1.10
S 2.48 0.03 1.04
S -0.48 1.76 0.34
H -2.62 -1.12 -1.81
H -0.47 -0.65 -2.96
H -1.49 0.37 1.80
H -2.80 -1.31 1.90
H -4.07 -0.99 0.48
H -2.93 -2.49 0.44
H 1.02 1.76 2.32
H -0.67 2.34 2.67
H 0.46 3.34 1.78
H 2.46 -1.54 -1.64
H 1.94 -0.10 -2.53
H 4.01 0.19 -0.76
H 2.63 1.31 -1.10
H 0.54 -0.49 -0.12
H 3.01 -1.14 1.15
```

Computed properties:
LUMO energy in eV: -4.01
Charge: +1
Orbital gap in eV: 7.900

=====

Record 10
Here is the molecule C7H15N3O2 from OMol25. Energies are from ωB97M-V/def2-TZVPD.

Structure (XYZ):
```
27
C7H15N3O2 (ωB97M-V/def2-TZVPD)
H 2.57 2.31 -0.37
N 2.43 1.64 -1.12
C 2.37 0.48 -0.63
N 2.18 -0.63 -1.50
N 2.47 0.24 0.78
C 1.23 0.51 1.51
C 0.18 -0.61 1.44
C -1.27 -0.10 1.33
C -2.10 -0.96 0.37
C -1.41 -1.15 -0.96
O -1.12 -2.22 -1.40
O -0.95 -0.04 -1.60
C -1.77 1.13 -1.68
H 1.22 -0.70 -1.81
H 2.44 -1.50 -1.05
H 2.78 -0.70 0.96
H 0.82 1.44 1.09
H 1.48 0.72 2.55
H 0.28 -1.25 2.32
H 0.40 -1.25 0.58
H -1.25 0.94 1.00
H -1.77 -0.10 2.31
H -2.21 -1.97 0.77
H -3.12 -0.56 0.24
H -2.19 1.41 -0.71
H -2.57 0.97 -2.40
H -1.12 1.93 -2.03
```

Computed properties:
LUMO energy in eV: 0.75
Charge: 0
Orbital gap in eV: 9.936

=====

Record 11
Here is the molecule C7H15N3S in a non-equilibrium geometry from OMol25. Energies are from ωB97M-V/def2-TZVPD.

Structure (XYZ):
```
26
C7H15N3S (ωB97M-V/def2-TZVPD)
N -2.73 2.03 -0.10
N -1.81 0.97 -0.13
C -2.15 -0.29 -0.12
S -3.81 -0.68 -0.09
N -1.32 -1.36 0.00
C 0.13 -1.48 0.14
C 0.62 -0.72 1.33
C 1.23 0.66 1.04
C 2.24 0.72 -0.06
C 1.48 0.44 -1.33
C 0.89 -1.08 -1.07
H -3.12 2.33 0.87
H -3.61 1.71 -0.63
H -0.93 1.28 -0.37
H -1.93 -2.24 0.02
H 0.31 -2.56 0.19
H -0.19 -0.55 2.03
H 1.41 -1.44 1.69
H 1.68 0.90 2.02
H 0.45 1.48 1.03
H 3.02 -0.13 0.10
H 2.79 1.71 -0.09
H 0.77 1.10 -1.65
H 2.17 0.48 -2.22
H 0.51 -1.77 -1.89
H 1.93 -1.53 -0.74
```

Computed properties:
LUMO energy in eV: 0.62
Charge: 0
Orbital gap in eV: 8.511

=====

Record 12
Here is the ion C7H15N4 with charge +1 in a non-equilibrium geometry from OMol25. Energies are from ωB97M-V/def2-TZVPD.

Structure (XYZ):
```
26
C7H15N4 (ωB97M-V/def2-TZVPD)
C -2.17 1.49 -1.08
C -1.83 0.51 0.04
N -2.19 0.85 1.38
C -2.84 -0.81 -0.43
N -3.43 -1.75 -0.67
N -0.48 -0.16 -0.03
C -0.03 -1.50 0.45
C 1.24 -2.05 -0.29
N 2.17 -0.95 0.11
C 1.79 0.37 -0.51
C 0.53 0.81 0.21
H -2.18 1.01 -2.02
H -3.11 1.90 -0.90
H -1.36 2.17 -1.17
H -2.85 1.63 1.29
H -2.59 0.07 1.91
H -0.94 -2.28 0.30
H 0.13 -1.33 1.58
H 1.42 -2.93 0.24
H 1.07 -2.08 -1.31
H 2.08 -0.65 1.06
H 3.13 -1.24 -0.06
H 1.72 0.05 -1.62
H 2.59 1.20 -0.57
H 0.65 0.82 1.27
H 0.29 1.73 -0.20
```

Computed properties:
LUMO energy in eV: -3.19
Charge: +1
Orbital gap in eV: 9.802

=====

Record 13
Here is the ion C7H15N4O with charge +1 in a non-equilibrium geometry from OMol25. Energies are from ωB97M-V/def2-TZVPD.

Structure (XYZ):
```
27
C7H15N4O (ωB97M-V/def2-TZVPD)
C 0.16 1.99 0.86
C 1.10 0.85 1.12
C 2.42 1.09 0.52
O 1.07 0.58 2.47
C 0.35 -0.50 0.45
N -0.78 -0.74 1.25
N 0.22 -0.34 -1.01
N -0.96 0.41 -1.24
C -2.13 -0.25 -1.26
C -2.18 -1.60 -1.18
C -1.04 -2.22 -1.69
N 0.11 -1.60 -1.62
H -0.79 1.84 1.46
H -0.06 2.02 -0.23
H 0.52 2.91 1.28
H 3.01 2.09 0.62
H 2.28 0.92 -0.67
H 3.25 0.33 0.68
H 1.52 1.38 2.79
H 1.05 -1.38 0.59
H -0.48 -0.54 2.20
H -1.39 -1.53 1.13
H -0.89 1.23 -1.72
H -3.05 0.28 -1.28
H -3.15 -2.18 -1.08
H -1.06 -3.12 -2.29
H 0.89 -1.91 -2.15
```

Computed properties:
LUMO energy in eV: -4.38
Charge: +1
Orbital gap in eV: 8.317

=====

Record 14
Here is the ion C7H15N4O2 with charge +1 in a non-equilibrium geometry from OMol25. Energies are from ωB97M-V/def2-TZVPD.

Structure (XYZ):
```
28
C7H15N4O2 (ωB97M-V/def2-TZVPD)
C 1.62 2.63 -0.25
C 0.76 1.90 -0.89
N 0.48 1.99 -2.30
O 1.00 2.95 -2.94
N -0.40 1.10 -2.69
O -0.72 1.19 -4.00
N 0.03 0.49 -0.25
C 0.68 -0.78 -0.58
C -0.30 -1.85 -0.05
N -0.26 -1.65 1.37
C -0.66 -2.72 2.32
C -0.96 -0.50 1.72
C -0.09 0.73 1.21
H 1.76 2.43 0.84
H 2.00 3.58 -0.59
H -0.27 1.86 -4.54
H -0.88 0.37 -0.75
H 1.68 -0.87 -0.17
H 0.72 -0.88 -1.66
H -1.35 -1.70 -0.58
H 0.12 -2.84 -0.41
H -0.43 -2.43 3.32
H -1.75 -3.02 2.26
H -0.08 -3.67 2.10
H -0.84 -0.51 2.69
H -2.03 -0.41 1.57
H -0.73 1.70 1.51
H 0.89 0.93 1.75
```

Computed properties:
LUMO energy (alpha / beta) in eV: -4.29 / -4.29
Charge: +1
Orbital gap (alpha / beta) in eV: 8.528 / 8.529

=====

Record 15
Here is the molecule C7H15NO in a non-equilibrium geometry from OMol25. Energies are from ωB97M-V/def2-TZVPD.

Structure (XYZ):
```
24
C7H15NO (ωB97M-V/def2-TZVPD)
C -2.37 -0.66 0.92
C -1.63 -0.73 -0.41
C -0.66 0.51 -0.68
C 0.69 0.50 0.04
C 1.70 1.37 -0.71
C 0.61 0.97 1.49
C 1.17 -0.99 0.03
N 1.43 -1.50 -1.20
O 1.42 -1.60 1.05
H -2.81 0.32 1.07
H -3.17 -1.40 0.94
H -1.70 -0.86 1.75
H -1.13 -1.70 -0.50
H -2.36 -0.69 -1.22
H -1.21 1.40 -0.39
H -0.50 0.53 -1.76
H 1.41 2.41 -0.63
H 2.70 1.24 -0.28
H 1.76 1.12 -1.77
H 0.11 1.94 1.55
H 0.07 0.26 2.11
H 1.61 1.06 1.90
H 1.11 -1.06 -2.04
H 1.74 -2.45 -1.25
```

Computed properties:
LUMO energy in eV: 0.83
Charge: 0
Orbital gap in eV: 10.377

=====

Record 16
Here is a cluster of 2 separate species, C7H15NO in total from OMol25. Energies are from ωB97M-V/def2-TZVPD.

Structure (XYZ):
```
24
C7H15NO (ωB97M-V/def2-TZVPD)
C -1.56 -0.02 -1.09
C -0.26 -0.23 -1.18
C 0.84 0.74 -0.85
N 1.57 1.00 -2.08
C 0.35 2.04 -0.18
O 1.42 2.94 0.02
H -1.98 0.91 -0.72
H -2.27 -0.76 -1.39
H 0.11 -1.16 -1.58
H 1.55 0.25 -0.17
H 0.93 1.33 -2.80
H 2.24 1.75 -1.92
H -0.34 2.57 -0.83
H -0.15 1.81 0.77
H 2.07 2.52 0.60
C 0.61 -2.34 0.94
C -0.07 -1.45 1.64
C -1.55 -1.45 1.80
H 1.68 -2.32 0.86
H 0.11 -3.14 0.42
H 0.46 -0.66 2.17
H -1.81 -1.54 2.86
H -2.00 -2.27 1.25
H -1.96 -0.51 1.44
```

Computed properties:
LUMO energy in eV: 0.79
Charge: 0
Orbital gap in eV: 10.086

=====

Record 17
Here is a cluster of 2 separate species, C7H15NO in total in a non-equilibrium geometry from OMol25. Energies are from ωB97M-V/def2-TZVPD.

Structure (XYZ):
```
24
C7H15NO (ωB97M-V/def2-TZVPD)
N -0.74 -0.75 3.42
C -1.07 0.44 2.63
C -0.02 0.66 1.41
C -0.14 -0.23 0.19
C 0.20 0.37 -1.10
C -0.91 1.44 -1.50
C -1.09 0.79 -2.72
C -0.18 -0.43 -2.48
H -0.81 -1.51 2.91
H 0.17 -0.65 3.86
H -0.79 1.47 3.10
H -2.03 0.48 2.46
H 0.89 0.73 1.86
H -0.18 1.76 1.09
H 0.54 -1.13 0.33
H -1.16 -0.67 0.32
H 1.30 0.70 -0.99
H -1.05 2.42 -1.04
H -1.55 1.05 -3.71
H -0.67 -1.44 -2.33
H 0.63 -0.57 -3.05
O 2.60 -1.76 -1.21
H 2.54 -1.80 -2.15
H 3.51 -1.38 -1.29
```

Computed properties:
LUMO energy in eV: 0.62
Charge: 0
Orbital gap in eV: 9.409

=====

Record 18
Here is a cluster of 3 separate species, C7H15NO2 in total in a non-equilibrium geometry from OMol25. Energies are from ωB97M-V/def2-TZVPD.

Structure (XYZ):
```
25
C7H15NO2 (ωB97M-V/def2-TZVPD)
C 1.73 -0.13 0.43
C 1.44 -1.53 -0.02
C 2.95 0.51 -0.18
C 0.74 0.76 1.04
O 1.59 0.11 1.91
O 0.43 1.96 0.98
H 2.34 -2.15 0.06
H 3.08 1.53 0.19
H 1.11 -1.52 -1.05
H 0.67 -2.00 0.59
H 2.83 0.55 -1.27
H 3.84 -0.08 0.04
C -1.16 -0.11 1.36
C -1.52 1.41 -0.98
C -2.32 -0.84 -1.00
N -1.24 0.06 -0.71
H -2.58 1.69 -0.99
H -2.08 -1.85 -0.64
H -2.15 0.34 1.34
H -1.19 -1.20 1.32
H -0.86 0.19 2.36
H -0.99 1.73 -1.88
H -0.96 2.00 -0.20
H -3.29 -0.52 -0.60
H -2.40 -0.90 -2.09
```

Computed properties:
LUMO energy (alpha / beta) in eV: -0.70 / -0.69
Charge: 0
Orbital gap (alpha / beta) in eV: 8.130 / 8.134

=====

Record 19
Here is the molecule C7H15NO4 in a non-equilibrium geometry from OMol25. Energies are from ωB97M-V/def2-TZVPD.

Structure (XYZ):
```
27
C7H15NO4 (ωB97M-V/def2-TZVPD)
C -1.25 -0.25 1.85
N 0.07 -0.01 1.26
C 0.03 1.38 0.82
C -0.71 1.54 -0.53
O -0.73 2.90 -1.03
C 0.19 0.85 -1.62
O -0.41 1.05 -2.92
C 0.22 -0.67 -1.17
O 0.87 -1.44 -2.13
C 0.80 -0.84 0.26
C 0.94 -2.29 0.72
O 1.98 -2.45 1.80
H -1.37 -1.31 2.12
H -1.26 0.38 2.74
H -2.12 -0.01 1.17
H -0.44 1.94 1.59
H 1.14 1.66 0.64
H -1.76 1.09 -0.47
H -0.92 3.45 -0.29
H 1.23 1.13 -1.60
H -0.61 2.02 -2.91
H -0.92 -0.91 -1.15
H 0.23 -1.43 -2.86
H 1.90 -0.47 0.32
H 1.22 -2.88 -0.10
H -0.09 -2.64 0.95
H 1.77 -1.81 2.54
```

Computed properties:
LUMO energy in eV: 0.60
Charge: 0
Orbital gap in eV: 9.471